{"formula": "C50H46As2N5O4RuS", "method": "wB97M-V/def2-TZVPD", "charge": 2, "orbital_gap_ev": [4.682, 5.182], "de_lowest_kcal_mol": 0.0, "max_force_ha_per_bohr": 0.0324, "spin_multiplicity": 2, "species": ["Ru", "N", "C", "C", "C", "C", "C", "C", "S", "O", "O", "N", "C", "N", "C", "C", "C", "N", "H", "H", "H", "H", "H", "H", "H", "H", "H", "C", "C", "As", "C", "C", "C", "C", "C", "C", "C", "C", "C", "C", "C", "C", "As", "C", "C", "C", "C", "C", "C", "C", "C", "C", "C", "C", "C", "H", "H", "H", "H", "H", "H", "H", "H", "H", "H", "H", "H", "H", "H", "H", "H", "H", "H", "H", "H", "H", "H", "H", "H", "C", "O", "C", "C", "C", "C", "C", "C", "N", "C", "C", "C", "C", "C", "C", "C", "O", "H", "H", "H", "H", "H", "H", "H", "H", "H", "H", "H", "H", "H"], "xyz": [[-0.090, 0.088, 0.170], [-4.711, -6.199, 0.507], [-3.702, -5.399, 0.881], [-3.400, -4.230, 0.136], [-2.357, -3.428, 0.514], [-1.601, -3.758, 1.649], [-1.908, -4.898, 2.413], [-2.934, -5.714, 2.030], [-0.208, -2.833, 2.155], [0.939, -3.269, 1.414], [-0.160, -2.923, 3.574], [-0.513, -1.295, 1.656], [-1.461, -0.538, 2.325], [-1.615, 0.571, 1.626], [-2.339, 1.562, 2.162], [-2.977, 1.365, 3.362], [-2.826, 0.115, 3.962], [-2.057, -0.853, 3.458], [-5.280, -5.984, -0.297], [-4.944, -7.024, 1.040], [-4.000, -3.976, -0.731], [-2.134, -2.536, -0.053], [-1.332, -5.122, 3.303], [-3.171, -6.600, 2.610], [-2.394, 2.486, 1.602], [-3.578, 2.141, 3.814], [-3.326, -0.115, 4.896], [-0.249, 0.185, -2.933], [0.679, -1.025, -2.953], [0.885, -1.844, -1.216], [2.785, -1.700, -0.862], [3.280, -1.450, 0.416], [4.650, -1.361, 0.622], [5.527, -1.504, -0.445], [5.034, -1.749, -1.720], [3.665, -1.856, -1.928], [0.615, -3.693, -1.674], [-0.541, -4.042, -2.364], [-0.770, -5.371, -2.693], [0.153, -6.339, -2.325], [1.307, -5.983, -1.633], [1.540, -4.658, -1.288], [0.561, 1.922, -3.431], [1.491, 1.252, -4.995], [0.808, 1.313, -6.208], [1.393, 0.826, -7.371], [2.669, 0.284, -7.331], [3.361, 0.224, -6.128], [2.775, 0.708, -4.963], [2.106, 2.154, -2.269], [2.387, 1.532, -1.059], [3.467, 1.899, -0.270], [4.305, 2.916, -0.699], [4.055, 3.552, -1.909], [2.966, 3.176, -2.682], [-0.825, 0.215, -1.987], [-1.024, 0.092, -3.696], [1.681, -0.782, -3.291], [0.295, -1.794, -3.621], [2.612, -1.352, 1.254], [5.034, -1.187, 1.620], [6.596, -1.430, -0.284], [5.715, -1.872, -2.552], [3.296, -2.074, -2.923], [-1.255, -3.285, -2.667], [-1.660, -5.647, -3.246], [-0.021, -7.377, -2.584], [2.027, -6.741, -1.351], [2.425, -4.391, -0.729], [-0.183, 1.749, -6.252], [0.856, 0.882, -8.310], [3.132, -0.079, -8.241], [4.360, -0.194, -6.097], [3.334, 0.675, -4.035], [1.768, 0.706, -0.689], [3.658, 1.391, 0.667], [5.156, 3.208, -0.096], [4.709, 4.346, -2.250], [2.786, 3.679, -3.626], [-3.741, 4.531, 1.919], [-2.893, 4.130, 0.833], [-3.393, 3.230, -0.046], [-4.423, 2.349, 0.262], [-4.909, 1.475, -0.702], [-4.388, 1.486, -1.988], [-3.361, 2.366, -2.293], [-2.846, 3.208, -1.325], [-1.871, 4.180, -1.728], [-0.864, 4.717, -1.105], [-0.137, 4.307, 0.046], [0.518, 5.357, 0.728], [1.240, 5.137, 1.867], [1.350, 3.820, 2.327], [0.775, 2.769, 1.645], [0.038, 2.964, 0.472], [-0.446, 1.966, -0.266], [-3.310, 5.443, 2.316], [-3.763, 3.772, 2.703], [-4.754, 4.721, 1.564], [-4.859, 2.357, 1.252], [-5.719, 0.802, -0.447], [-4.795, 0.840, -2.755], [-2.956, 2.414, -3.295], [-2.074, 4.596, -2.627], [-0.533, 5.642, -1.568], [0.401, 6.368, 0.349], [1.713, 5.953, 2.397], [1.919, 3.615, 3.226], [0.921, 1.770, 2.021]]}